{"formula": "C44H84F9N3O4P", "method": "wB97M-V/def2-TZVPD", "elements": ["C", "C", "C", "C", "C", "C", "C", "C", "C", "F", "F", "F", "N", "C", "F", "F", "F", "C", "P", "C", "C", "C", "C", "C", "C", "C", "C", "N", "C", "C", "C", "C", "C", "C", "C", "C", "N", "C", "F", "F", "F", "H", "H", "H", "H", "H", "H", "H", "H", "H", "H", "H", "H", "H", "H", "H", "H", "H", "H", "H", "H", "H", "H", "H", "H", "H", "H", "H", "H", "H", "H", "H", "H", "H", "H", "H", "H", "H", "H", "H", "H", "H", "H", "H", "H", "C", "C", "O", "C", "C", "H", "H", "H", "H", "H", "H", "H", "H", "H", "H", "C", "C", "O", "C", "C", "H", "H", "H", "H", "H", "H", "H", "H", "H", "H", "C", "C", "O", "C", "C", "H", "H", "H", "H", "H", "H", "H", "H", "H", "H", "C", "C", "O", "C", "C", "H", "H", "H", "H", "H", "H", "H", "H", "H", "H"], "coordinates": [[3.17456, 3.49753, 0.91689], [3.58892, 2.12778, 0.35400], [3.00559, 0.94823, 1.14221], [2.67457, -0.25373, 0.24214], [1.75337, -1.27430, 0.93374], [0.47024, -1.62725, 0.16304], [0.89198, -2.02594, -1.27831], [2.08274, -3.00188, -1.34780], [1.78865, -4.10676, -2.32978], [1.51344, -3.65799, -3.55308], [0.69094, -4.81192, -1.91138], [2.79068, -4.98460, -2.41580], [-0.17191, -2.99080, 0.66987], [0.26982, -3.59451, 1.99510], [0.64780, -2.72208, 2.89037], [1.32927, -4.37446, 1.69166], [-0.69837, -4.35382, 2.47931], [-1.64769, -2.87441, 0.29154], [-2.79126, -4.39192, 0.50165], [-3.58006, -4.33512, -1.16760], [-1.58962, -5.76595, 0.13920], [-2.14631, -1.44973, 0.62386], [-3.35767, -1.20647, -0.31970], [-4.13885, 0.11399, -0.11175], [-4.72904, 0.79961, -1.38054], [-4.44577, 2.31749, -1.39855], [-4.32072, 0.16765, -2.70981], [-2.67970, -1.17286, 1.92866], [-2.43615, -1.94647, 3.13791], [-3.14815, -1.30629, 4.33101], [-0.76986, -0.57597, 0.25286], [-0.54118, 0.51567, 1.31803], [-0.47804, 1.89032, 1.06918], [-0.33958, 2.75711, 2.15036], [-0.28441, 2.25087, 3.43315], [-0.35620, 0.86994, 3.57564], [-0.45044, 0.03837, 2.55202], [-0.94771, 0.10383, -1.12783], [0.17569, 0.75122, -1.51970], [-1.94518, 0.99427, -1.14274], [-1.22646, -0.77834, -2.11366], [2.23444, 3.41059, 1.46361], [3.04708, 4.22927, 0.11919], [3.92263, 3.87450, 1.61778], [3.30808, 2.04574, -0.70054], [4.68002, 2.05611, 0.36767], [3.74210, 0.59713, 1.87527], [2.12895, 1.25982, 1.71322], [2.28390, 0.09564, -0.71388], [3.62733, -0.74405, 0.00929], [1.54047, -0.92500, 1.93612], [2.30503, -2.20319, 1.08893], [1.13669, -1.14964, -1.87067], [0.04830, -2.47165, -1.80595], [2.33506, -3.49219, -0.40994], [2.99087, -2.49686, -1.68749], [0.13626, -3.72635, 0.02531], [-1.54328, -2.81886, -0.79843], [-3.48308, -5.32517, -1.61776], [-3.13628, -3.61625, -1.85846], [-4.63999, -4.11365, -1.04704], [-1.96923, -6.63949, 0.67523], [-1.55481, -6.00186, -0.92360], [-0.57405, -5.61740, 0.49646], [-4.04208, -2.01871, -0.04040], [-3.11667, -1.38542, -1.36169], [-4.98149, -0.09667, 0.55585], [-3.51986, 0.82235, 0.44575], [-5.81755, 0.69736, -1.32742], [-5.33180, 2.87436, -1.71119], [-4.13409, 2.69269, -0.42236], [-3.65532, 2.55795, -2.11539], [-3.25684, 0.26181, -2.92830], [-4.87846, 0.64572, -3.51976], [-4.59697, -0.89119, -2.75442], [-3.66420, -0.97003, 1.85804], [-1.37561, -1.95603, 3.34158], [-2.79062, -2.97618, 3.01632], [-4.13835, -1.73358, 4.49044], [-3.25039, -0.22932, 4.16717], [-2.57048, -1.44181, 5.24786], [-0.53170, 2.30951, 0.07930], [-0.28418, 3.82552, 1.96723], [-0.21159, 2.88744, 4.30351], [-0.34056, 0.41624, 4.56108], [-1.19854, 8.37405, 0.53279], [0.08476, 7.74939, 1.05115], [0.23428, 6.37642, 0.71880], [0.28247, 6.08539, -0.66723], [1.44918, 6.72501, -1.40041], [-2.06108, 7.77614, 0.83026], [-1.31246, 9.37651, 0.94542], [-1.20435, 8.46446, -0.55414], [0.09747, 7.77228, 2.14066], [0.95312, 8.32262, 0.70891], [-0.66369, 6.34881, -1.15345], [0.37127, 4.99779, -0.71282], [1.34633, 7.80819, -1.47105], [1.50764, 6.33390, -2.41665], [2.38686, 6.50689, -0.88707], [5.65375, -1.45178, -2.56301], [5.33911, 0.01549, -2.80934], [6.04305, 0.90732, -1.96846], [7.45782, 0.89692, -2.09896], [7.95197, 1.29133, -3.47923], [5.54383, -1.69219, -1.50280], [4.97365, -2.08064, -3.14116], [6.66901, -1.71239, -2.86167], [4.28537, 0.20874, -2.59321], [5.49745, 0.26605, -3.86401], [7.86253, -0.08055, -1.81295], [7.80638, 1.61596, -1.35820], [7.71097, 0.54256, -4.23504], [9.03604, 1.40339, -3.46358], [7.50947, 2.24010, -3.78477], [-2.95673, 1.56219, -7.71691], [-2.84632, 1.11615, -6.26955], [-3.46280, -0.13183, -6.00030], [-2.93583, -1.24310, -6.70320], [-1.47509, -1.52951, -6.39476], [-3.99571, 1.52796, -8.04611], [-2.59404, 2.58546, -7.81694], [-2.36565, 0.93726, -8.38747], [-3.36461, 1.82452, -5.62194], [-1.79550, 1.10288, -5.95480], [-3.07983, -1.12369, -7.78236], [-3.55338, -2.08586, -6.39142], [-0.81195, -0.75577, -6.78333], [-1.17847, -2.47516, -6.84953], [-1.32202, -1.59809, -5.31529], [0.35084, -3.03376, 9.52204], [-0.46663, -3.31416, 8.27376], [-1.06986, -2.16008, 7.70747], [-0.17954, -1.15171, 7.27491], [0.74966, -1.59646, 6.15698], [-0.24139, -2.47224, 10.24508], [0.65746, -3.97412, 9.98016], [1.25570, -2.46397, 9.30586], [-1.30278, -3.96981, 8.51446], [0.14466, -3.83468, 7.52668], [0.39876, -0.74678, 8.11241], [-0.82809, -0.34723, 6.92160], [1.48650, -2.32769, 6.49098], [1.29428, -0.73807, 5.75969], [0.16901, -2.05023, 5.35022]], "atomic_forces_ev_per_a": [[0.111, -0.247, 0.024], [0.217, 0.130, 0.162], [0.266, -0.276, -0.115], [0.311, 0.105, 0.067], [0.031, -0.110, 0.323], [-0.096, 0.180, -0.249], [0.054, -0.186, -0.180], [0.119, 0.090, -0.320], [0.117, -0.231, 0.268], [-0.036, 0.065, -0.132], [-0.055, 0.054, 0.039], [-0.015, 0.099, -0.035], [-0.226, -0.140, 0.310], [0.079, -0.138, -0.121], [-0.228, -0.127, -0.095], [-0.462, 0.215, 0.103], [0.322, 0.224, -0.009], [-0.083, 0.182, -0.423], [0.269, 0.102, 0.197], [-0.194, -0.112, -0.031], [-0.089, -0.117, 0.049], [0.060, 0.122, 0.105], [-0.376, -0.247, 0.162], [-0.093, 0.017, 0.249], [-0.003, 0.084, -0.005], [-0.013, -0.027, -0.186], [-0.415, -0.070, -0.171], [-0.151, -0.028, -0.025], [-0.064, -0.246, 0.008], [0.073, 0.159, -0.066], [0.117, -0.011, 0.015], [0.026, 0.272, -0.329], [-0.041, -0.276, 0.219], [-0.034, 0.154, -0.211], [-0.171, -0.257, -0.035], [0.163, 0.232, 0.144], [0.188, -0.211, 0.028], [0.021, -0.126, 0.129], [-0.294, 0.074, 0.069], [0.734, -0.007, -0.023], [0.089, 0.183, -0.104], [-0.039, 0.155, -0.093], [0.041, 0.066, 0.089], [-0.093, 0.044, -0.046], [-0.119, 0.028, 0.075], [-0.089, -0.033, -0.199], [-0.159, 0.136, 0.097], [-0.107, -0.003, -0.126], [-0.116, 0.061, 0.147], [-0.131, 0.020, -0.143], [-0.216, 0.125, -0.069], [0.016, 0.068, -0.083], [0.015, -0.071, 0.222], [0.122, -0.022, 0.110], [-0.056, -0.048, 0.035], [-0.081, -0.037, 0.087], [0.267, 0.128, -0.057], [0.079, -0.112, 0.171], [-0.146, 0.048, 0.055], [-0.019, -0.025, 0.047], [0.028, 0.062, -0.156], [0.066, 0.012, -0.107], [0.076, 0.052, 0.032], [-0.004, -0.066, 0.005], [0.067, 0.045, -0.164], [0.071, 0.160, 0.117], [0.061, 0.029, -0.035], [-0.072, -0.084, -0.149], [0.101, -0.119, 0.108], [0.073, -0.017, 0.039], [-0.099, 0.020, 0.001], [0.008, -0.015, 0.101], [-0.161, 0.032, -0.048], [0.160, 0.018, 0.019], [0.063, 0.054, -0.029], [0.015, 0.050, 0.042], [0.099, 0.013, -0.038], [0.112, -0.056, 0.112], [-0.011, 0.078, -0.019], [0.001, -0.074, 0.019], [-0.104, -0.125, -0.017], [0.004, 0.001, -0.037], [0.011, -0.029, 0.013], [0.033, 0.037, -0.031], [0.067, -0.014, -0.021], [-0.002, -0.067, -0.040], [0.008, 0.077, 0.049], [-0.020, -0.079, 0.013], [0.007, -0.096, -0.044], [0.006, 0.050, 0.084], [-0.010, 0.018, 0.019], [0.000, 0.003, 0.013], [0.013, 0.016, 0.003], [-0.006, -0.002, 0.000], [0.001, -0.019, -0.015], [-0.002, 0.024, 0.019], [0.017, -0.014, -0.027], [-0.016, -0.003, -0.013], [-0.002, -0.015, -0.002], [0.007, -0.014, -0.019], [0.028, 0.029, 0.050], [-0.054, 0.030, -0.013], [-0.077, -0.044, 0.066], [0.077, -0.004, -0.013], [-0.071, -0.009, -0.018], [-0.003, -0.010, 0.006], [0.002, -0.006, -0.030], [-0.007, -0.007, -0.011], [-0.007, 0.005, -0.008], [0.015, -0.016, 0.001], [-0.014, -0.006, -0.006], [-0.005, 0.005, -0.003], [0.017, -0.011, 0.008], [0.007, 0.007, 0.007], [0.022, 0.013, 0.005], [-0.015, -0.063, -0.012], [0.009, 0.050, 0.010], [0.002, -0.015, 0.063], [0.004, -0.039, -0.014], [0.001, 0.046, 0.028], [-0.003, 0.024, 0.000], [-0.005, 0.012, 0.006], [0.014, 0.008, 0.008], [-0.004, 0.002, -0.002], [0.001, -0.012, -0.005], [0.013, 0.016, 0.002], [-0.001, -0.002, -0.003], [-0.002, -0.006, -0.015], [-0.005, -0.012, 0.001], [-0.001, -0.019, 0.001], [-0.004, 0.069, -0.022], [0.010, -0.056, 0.031], [-0.024, 0.001, -0.053], [0.002, 0.050, -0.007], [-0.016, -0.066, -0.032], [-0.004, -0.020, 0.016], [-0.008, -0.011, 0.006], [0.005, -0.019, -0.008], [-0.003, 0.004, 0.008], [0.003, 0.019, -0.006], [-0.001, -0.032, 0.012], [0.012, 0.016, 0.000], [0.003, 0.023, 0.043], [0.024, -0.011, -0.001], [0.004, 0.042, -0.017]], "lowdin_charge": [-0.0775, -0.2318, -0.1849, -0.1587, -0.1171, -0.1654, -0.0973, -0.0358, -0.6151, 0.1695, 0.1048, 0.1640, 0.1342, -0.5885, 0.2004, 0.1729, 0.1716, -0.2916, 0.9919, -0.2782, -0.2696, -0.3118, -0.1337, -0.1409, -0.3831, -0.0685, -0.0854, 0.0053, -0.2683, -0.0534, -0.0185, -0.2054, 0.0090, -0.0446, -0.0237, -0.0994, 0.1074, -0.5341, 0.1434, 0.1468, 0.1190, 0.0464, 0.0604, 0.0782, 0.0995, 0.1038, 0.1245, 0.0840, 0.0915, 0.1153, 0.0972, 0.1088, 0.1208, 0.1126, 0.1222, 0.1246, 0.1263, 0.0975, 0.0423, 0.0434, 0.0404, 0.0488, 0.0380, 0.0150, 0.1055, 0.0791, 0.1169, 0.0995, 0.1275, 0.0799, 0.0727, 0.0710, 0.0607, 0.0875, 0.0839, 0.1031, 0.0616, 0.0794, 0.0771, 0.0786, 0.0623, 0.1085, 0.1111, 0.1144, 0.0939, -0.0772, -0.2747, -0.1806, -0.2871, -0.0750, 0.0816, 0.0795, 0.0681, 0.1185, 0.1103, 0.1094, 0.1033, 0.0709, 0.0792, 0.0741, -0.0790, -0.2810, -0.1728, -0.2716, -0.0754, 0.0735, 0.0706, 0.0733, 0.1034, 0.1129, 0.1097, 0.1200, 0.0680, 0.0801, 0.0840, -0.0750, -0.2861, -0.1764, -0.2751, -0.0768, 0.0854, 0.0788, 0.0688, 0.1133, 0.1069, 0.1105, 0.1181, 0.0685, 0.0779, 0.0675, -0.0760, -0.2757, -0.1643, -0.2834, -0.0834, 0.0848, 0.0793, 0.0677, 0.1199, 0.1068, 0.1130, 0.1090, 0.0741, 0.0730, 0.0592], "total_charge": 1, "e_homo_ev": -11.314, "fmax_ha_per_bohr": 0.0143, "energy_ha": -3432.00161}

---

{"formula": "C4H9NS", "method": "wB97M-V/def2-TZVPD", "elements": ["C", "C", "C", "C", "N", "S", "H", "H", "H", "H", "H", "H", "H", "H", "H"], "coordinates": [[-2.05524, 0.91420, -0.09435], [0.31264, -1.80970, -0.23088], [0.30726, 1.63897, 0.05311], [-0.11082, -0.60071, 0.72537], [-0.58239, 0.53320, 0.10273], [-3.21192, -0.15574, 0.22763], [-2.24612, 1.99386, -0.19423], [0.72320, -2.60737, 0.46906], [-0.56687, -2.27062, -0.73377], [0.99537, -1.69932, -0.95538], [-0.15324, 2.57575, -0.22413], [0.70510, 1.75657, 1.05464], [1.31309, 1.36919, -0.55027], [-0.99778, -1.22084, 1.09927], [0.79784, -0.58215, 1.36291]], "atomic_forces_ev_per_a": [[3.958, -1.926, 2.117], [-2.572, -1.669, 2.898], [3.311, -0.666, -0.352], [-0.659, -5.510, -0.817], [-4.539, 3.847, -1.807], [-0.412, -0.046, -0.383], [0.574, -0.528, -0.495], [-0.517, 0.831, -0.778], [0.335, 0.439, 0.437], [2.796, 1.121, -2.580], [-0.005, 0.000, -0.506], [0.173, 0.450, 0.459], [-2.378, 0.845, 0.714], [1.014, 1.630, 0.859], [-1.080, 1.181, 0.235]], "lowdin_charge": [-0.6045, -0.0854, -0.1151, -0.2926, -0.2656, 0.6509, 0.0582, 0.0915, 0.0730, 0.0040, 0.0715, 0.0709, 0.1343, 0.0837, 0.1253], "smiles": "CCN(C)C=S", "total_charge": 0, "e_homo_ev": -8.490, "fmax_ha_per_bohr": 0.1209, "energy_ha": -610.66578, "e_above_lowest_kj_mol": 230.81}

---

{"formula": "C7H15I2N2", "method": "wB97M-V/def2-TZVPD", "elements": ["C", "C", "C", "C", "C", "C", "C", "N", "N", "I", "I", "H", "H", "H", "H", "H", "H", "H", "H", "H", "H", "H", "H", "H", "H", "H"], "coordinates": [[0.31396, 0.31082, 2.44641], [0.03372, -0.11087, -1.84650], [1.05398, -0.45050, -1.00156], [-0.67751, 0.37945, 4.73626], [1.51376, 1.35442, 4.13572], [-1.07706, -1.61318, -3.44467], [-0.48189, 0.61175, -4.31289], [0.19646, 0.74525, 3.66179], [-0.13445, -0.49561, -3.28761], [2.66064, -1.76851, -1.46862], [-1.47876, -0.78601, 1.77365], [1.03375, -0.00303, -0.01262], [-0.72407, 0.55090, -1.42937], [-0.83936, -0.66745, 4.77488], [-0.41988, 0.83217, 5.62308], [-1.77092, 0.59173, 4.42210], [2.03991, 0.67957, 4.86145], [2.27292, 1.66668, 3.39609], [1.09531, 2.26979, 4.60605], [-1.03317, -1.85322, -4.50975], [-0.65646, -2.67730, -3.08661], [-2.07881, -1.37637, -3.04512], [0.33059, 1.45136, -4.21085], [-0.51722, 0.23590, -5.32554], [-1.55289, 0.87153, -4.01916], [0.89746, -0.74926, -3.43664]], "atomic_forces_ev_per_a": [[-0.768, 0.121, -0.440], [0.976, 0.574, 1.395], [-1.240, -0.013, -2.402], [-4.006, -0.160, -2.614], [-0.724, 0.857, 1.218], [1.070, -3.558, -0.493], [0.010, 1.432, 2.241], [3.227, -0.801, -1.008], [2.818, 0.201, 0.736], [-0.906, 0.752, 0.093], [0.080, 0.071, 0.203], [0.099, -0.282, 0.169], [-0.090, -0.162, -0.385], [0.878, -1.315, 0.461], [0.527, 0.887, 1.892], [1.643, 0.636, 0.612], [-0.843, 0.582, -0.485], [-1.077, -0.514, -0.228], [1.049, -0.384, 0.248], [-0.870, 0.416, -0.102], [-0.832, 2.767, 0.230], [0.692, -0.096, -0.263], [-1.966, -1.472, -0.090], [0.326, -0.489, 0.008], [1.614, 0.369, -0.460], [-1.685, -0.418, -0.537]], "lowdin_charge": [-0.4536, -0.2087, -0.5614, -0.1136, -0.0433, -0.0295, 0.0298, -0.3697, -0.2274, 0.8695, 0.6390, -0.0221, 0.1129, 0.0601, 0.0642, 0.0986, 0.1075, 0.0878, 0.0968, 0.0938, 0.1592, 0.1207, 0.1478, 0.0874, 0.1261, 0.1278], "total_charge": 1, "e_homo_ev": -11.033, "fmax_ha_per_bohr": 0.0931, "energy_ha": -980.21137, "e_above_lowest_kj_mol": 170.67}